(1)
DFT (the ωB97M-V functional and the def2-TZVPD basis) results for a single C7H15NO molecule at a distorted geometry.

Last column: Mulliken charge in e.
Geometry (Å):
C -2.7790 -0.2195 -0.7568  -1.2499
C -1.6752 -0.3148 0.2742  0.4910
O -1.8285 -0.9209 1.3069  -0.5619
C -0.2287 0.5930 -0.0472  -0.0076
C -0.2672 1.7487 0.9407  -1.6089
C 0.8964 -0.3746 0.1003  1.1278
C 0.8261 -1.5362 -0.8885  -1.6905
C 2.2082 0.6648 -0.4221  -1.4623
N 1.1198 -0.7681 1.4403  -0.5730
H -3.6913 -0.6953 -0.3969  0.3923
H -2.4544 -0.7127 -1.6733  0.2761
H -2.9765 0.8270 -0.9870  0.3154
H -0.3306 0.9242 -1.0784  0.6436
H 0.1762 2.6370 0.4980  0.3217
H 0.2690 1.5367 1.8624  0.3853
H -1.2870 1.9906 1.2378  0.4268
H 1.7602 -2.0973 -0.8698  0.4880
H 0.6652 -1.1733 -1.9010  0.3342
H 0.0152 -2.2128 -0.6186  0.3658
H 1.9866 1.3425 -1.2419  0.3107
H 2.5379 1.2102 0.4565  0.3676
H 3.0140 0.0112 -0.7473  0.4189
H 0.2774 -0.9203 1.9809  0.2399
H 1.7663 -1.5400 1.5310  0.2489

The value obtained for the relative energy (zero: lowest compared OMol25 entry of this formula, charge and spin) is 35.3 kcal per mole. Its HOMO energy is -8.41 eV. Its charge is 0.



(2)
DFT (the ωB97M-V functional and the def2-TZVPD basis) results for C31H35BrN5O as an isolated structure at a distorted geometry.

Last column: Mulliken charge in e.
Geometry (Å):
C -4.6206 -2.3381 0.3367  -0.9775
N -3.2384 -2.0935 0.6796  0.2775
C -2.8985 -1.0225 1.4565  0.2648
O -3.6868 -0.1823 1.9019  -0.6751
C -1.3883 -1.0541 1.6407  0.0488
C -0.9300 -0.9284 3.1058  -0.0440
C -1.2392 0.4150 3.6504  0.4730
C -0.7385 1.6413 3.2343  -0.6974
N -1.4053 2.6453 3.9090  -0.0200
C -2.3254 2.0859 4.7907  -0.5196
C -3.2806 2.6870 5.5980  -0.7796
C -4.1535 1.8497 6.3081  -0.5208
C -4.0786 0.4488 6.1797  -0.8301
C -3.1202 -0.1525 5.3561  -0.3148
C -2.2385 0.6699 4.6590  0.8721
N -1.0206 -2.3366 1.0417  0.4082
C 0.2739 -2.7165 1.0472  0.0628
C 0.7118 -3.9797 0.6597  0.0688
C 2.0328 -4.3797 0.5283  -0.2967
C 2.4191 -5.6894 0.1049  0.7408
C 3.7442 -6.2197 0.1723  -0.1713
C 4.0390 -7.5116 -0.2635  -0.9090
C 3.0323 -8.3354 -0.7980  -0.3495
C 1.7203 -7.8422 -0.8859  -0.7557
C 1.4245 -6.5560 -0.4538  -0.4944
C -2.1819 -3.0882 0.5041  0.1103
C -2.4941 -4.3452 1.3375  -1.4835
C -2.0530 -3.4558 -0.9813  -1.5729
H -5.2009 -1.4579 0.6202  0.3736
H -4.7234 -2.5079 -0.7402  0.2933
H -5.0164 -3.2141 0.8659  0.3353
H -0.9494 -0.2242 1.0484  0.1975
H -1.4460 -1.6967 3.7072  0.1974
H 0.1539 -1.1277 3.1630  0.2740
H 0.0229 1.8352 2.4868  0.4117
H -1.2432 3.6401 3.7854  0.2036
H -3.3184 3.7754 5.6537  0.3750
H -4.9045 2.2846 6.9675  0.3798
H -4.7819 -0.1782 6.7294  0.3800
H -3.0393 -1.2347 5.2294  0.3509
H 0.9587 -1.9478 1.4225  0.9215
H -0.0889 -4.6670 0.4328  -0.4362
H 2.8257 -3.5456 0.5732  0.4555
H 4.5353 -5.6043 0.5888  0.4566
H 5.0591 -7.8969 -0.1907  0.3929
H 3.2593 -9.3476 -1.1490  0.3819
H 0.9165 -8.4625 -1.2953  0.3899
H 0.4054 -6.1867 -0.5653  0.2818
H -2.7634 -4.0596 2.3645  0.3583
H -3.3344 -4.8798 0.8743  0.4815
H -1.6392 -5.0248 1.3840  0.3331
H -2.0397 -2.5405 -1.5878  0.3886
H -1.1408 -4.0262 -1.1789  0.3504
H -2.9183 -4.0670 -1.2703  0.4703
C 7.9951 -0.6040 2.5493  -1.2606
N 7.0471 -1.4859 3.1817  0.0595
C 7.3287 -1.6373 4.5880  -1.1315
C 5.9863 -2.0873 2.5856  1.3344
C 6.0615 -2.5463 1.2337  -0.4482
Br 7.6817 -2.6703 0.2246  -0.1264
C 4.9460 -3.1254 0.6715  -0.3755
N 3.7951 -3.3220 1.3639  -0.2752
C 3.7025 -2.9403 2.6573  -0.7270
C 4.7764 -2.3378 3.3044  -0.7127
H 7.6929 -0.2846 1.5538  0.4548
H 8.0856 0.2685 3.2035  0.3405
H 8.9720 -1.0926 2.5087  0.4027
H 6.6536 -2.3410 5.0768  0.3832
H 8.3610 -1.9906 4.6913  0.3398
H 7.2574 -0.6560 5.0683  0.3610
H 4.9138 -3.4841 -0.3499  0.5830
H 2.7417 -3.1276 3.1556  0.4899
H 4.6604 -2.0273 4.3478  0.3951

The value obtained for the relative energy (zero: lowest compared OMol25 entry of this formula, charge and spin) is 0.0 kcal per mole. Its HOMO energy is -9.66 eV. Its charge is +1.



(3)
DFT (the ωB97M-V functional and the def2-TZVPD basis) results for a 2-piece molecular cluster, C17H34BrIN4O4PS overall at a distorted geometry.

Last column: Mulliken charge in e.
Geometry (Å):
C -0.0875 -4.1721 -2.6029  -1.4086
C -0.0732 -5.5910 -2.0423  -0.2840
Br 1.7824 -6.2739 -2.1259  -0.1504
C -0.4860 -5.7359 -0.5876  -1.8323
C -1.8670 -5.1244 -0.1985  1.6688
P -3.1644 -5.1232 -1.5605  0.0824
S -4.0713 -3.4708 -2.0272  -0.3523
O -2.4151 -6.1554 0.6861  -0.4396
C -2.1881 -5.8292 1.9694  0.5994
O -2.6157 -6.3522 2.9445  -0.4939
O -1.3396 -4.7450 1.9478  -0.3784
C -1.7285 -3.9445 0.8126  -0.9659
I -3.6083 -3.0997 1.5455  0.2289
C -0.5491 -2.9706 0.7371  -1.0924
C -0.7724 -1.5582 0.1848  -0.2092
N -1.2779 -0.6048 1.1674  -0.2932
N -1.5752 -1.5371 -1.0159  -0.1134
N 0.5721 -1.0640 -0.1501  -0.6712
H -0.1408 -3.4045 -1.8487  0.3352
H 0.8228 -4.0064 -3.1526  0.5234
H -0.8946 -4.0216 -3.3089  0.3097
H -0.6262 -6.2560 -2.6755  0.7482
H -0.5712 -6.7922 -0.3974  0.5039
H 0.2741 -5.3897 0.0872  0.6938
H -4.1029 -6.0694 -1.1255  0.1474
H -2.6062 -5.6811 -2.7194  0.0557
H 0.2937 -3.4130 0.2311  0.7142
H -0.2547 -2.8490 1.7657  0.5654
H -2.2656 -0.4621 1.0570  0.2846
H -1.0422 -0.8863 2.1053  0.2966
H -2.5638 -1.4667 -0.8281  0.2395
H -1.2717 -0.8353 -1.6650  0.1814
H 0.4946 -0.1908 -0.6463  0.2330
H 1.0520 -1.7463 -0.7170  0.3055
C 2.8841 4.9217 -0.9039  -1.6399
C 1.3960 4.5069 -0.8521  1.4913
C 0.5194 5.7005 -0.4432  -1.1906
C 0.6445 6.0835 1.0339  -0.4897
C 0.3901 4.8857 1.9522  -1.2386
C 1.2626 3.6640 1.6299  1.4641
N 1.1692 3.3815 0.1426  0.8924
O 0.1809 2.7446 -0.1252  -0.3396
C 2.7224 3.9143 2.0627  -1.6533
C 0.8116 2.4572 2.4457  -1.8521
C 1.0549 4.0600 -2.2721  -1.8327
H 3.5416 4.0526 -0.8759  0.3775
H 3.0876 5.4489 -1.8314  0.4764
H 3.1743 5.6008 -0.1069  0.3115
H -0.5286 5.4689 -0.6608  0.4198
H 0.7879 6.5467 -1.0732  0.3734
H 1.6275 6.5134 1.2347  0.3340
H -0.0794 6.8666 1.2614  0.4043
H 0.5669 5.1635 2.9894  0.4074
H -0.6653 4.6027 1.8795  0.3901
H 3.3831 3.1293 1.6943  0.4018
H 2.7842 3.9092 3.1472  0.4690
H 3.1193 4.8747 1.7463  0.3009
H -0.2438 2.2239 2.3114  0.3992
H 0.9605 2.6577 3.5025  0.4667
H 1.3901 1.5692 2.1874  0.5137
H 1.6391 3.1851 -2.5602  0.4577
H 1.2884 4.8630 -2.9636  0.4707
H -0.0016 3.8264 -2.3987  0.3824

Its HOMO energy is -10.37 eV. Its charge is +1.



(4)
DFT (the ωB97M-V functional and the def2-TZVPD basis) results for C2FInO as an isolated structure at a distorted geometry.

Last column: Mulliken charge in e.
Geometry (Å):
C 0.0073 0.9982 -0.7426  0.2811
C 0.2254 -0.3721 -0.3602  0.3984
O 0.0292 0.7493 0.6914  -0.1168
F 1.4464 -0.8853 -0.3514  0.0280
In -1.7083 -0.4902 0.7628  1.4093

Its HOMO energy (spin up / spin down) is -22.48 / -23.31 eV. Its charge is +2.



(5)
DFT (the ωB97M-V functional and the def2-TZVPD basis) results for C29H36AsI2N5ORhSi2 as an isolated structure.

Last column: Mulliken charge in e.
Geometry (Å):
Rh 0.3453 -0.1550 -1.5343  0.9680
I 5.1169 5.5800 -3.2975  0.1175
C 3.7041 4.2746 -2.5056  -0.6510
C 2.7620 4.7331 -1.5993  -0.2349
C 1.8369 3.8456 -1.0753  -0.0015
I 0.3543 4.6268 0.1691  0.1446
C 1.8267 2.4761 -1.3949  1.0342
O 0.9716 1.6613 -0.7851  -0.8515
C 2.7611 2.0485 -2.3674  -0.1102
C 2.8199 0.6218 -2.8548  -1.0640
N 1.4771 0.1295 -3.2264  -0.2883
C 1.4907 -1.1770 -3.9476  -0.6454
C 0.2019 -1.9107 -3.6946  0.2454
C -0.4629 -2.6752 -4.5776  -0.7084
C -1.7099 -3.2846 -4.1412  -0.4539
C -2.1197 -3.2198 -2.8713  -0.8308
C -1.2621 -2.5730 -1.8206  0.5473
N -0.2443 -1.7152 -2.4047  -0.2493
C 3.6758 2.9479 -2.9007  -0.5596
H 2.7341 5.7761 -1.3162  0.4404
H 3.2068 -0.0522 -2.0861  0.3320
H 3.4951 0.5703 -3.7138  0.4495
H 1.0404 0.8286 -3.8238  0.2189
H 2.3116 -1.7578 -3.5203  0.2354
H 1.6860 -1.0404 -5.0122  0.3646
H -0.1070 -2.8027 -5.5889  0.4281
H -2.3169 -3.8053 -4.8705  0.4387
H -3.0324 -3.7116 -2.5626  0.4013
H -0.7821 -3.3497 -1.1979  0.1917
H 4.3836 2.5963 -3.6409  0.4565
N -8.4908 -5.7864 -0.2944  -0.4698
C -7.5009 -5.2124 -0.1986  -0.0563
C -6.2612 -4.4939 -0.0789  0.4119
C -5.3355 -4.8527 0.8971  -0.8893
C -4.1408 -4.1677 1.0079  -0.6744
C -3.8618 -3.1071 0.1485  1.0385
C -4.7881 -2.7471 -0.8289  -0.0572
C -5.9784 -3.4390 -0.9424  -0.9306
N -2.6577 -2.3947 0.2763  0.6719
C -1.9164 -2.2531 1.4082  -0.0331
C -0.8911 -1.3548 1.1410  -1.6649
N -0.9419 -0.9066 -0.1021  -0.0286
C -1.9908 -1.6536 -0.7940  -0.4988
H -5.5489 -5.6796 1.5600  0.4554
H -3.4186 -4.4819 1.7486  0.3853
H -4.5896 -1.9255 -1.5022  0.4290
H -6.6975 -3.1575 -1.6991  0.4632
H -2.1727 -2.7288 2.3381  0.4563
H -0.1314 -1.0294 1.8354  0.6544
H -2.6697 -0.9736 -1.3129  0.2100
C -0.1468 3.5125 4.1270  -0.9138
Si -0.4637 1.8582 3.3359  0.1311
C -2.0423 1.7834 2.3636  -0.6027
C -0.3041 0.4751 4.5736  -0.9184
As 1.2725 1.6469 1.6948  0.2427
Si 3.6065 1.9347 2.1669  0.1439
C 4.4992 1.2263 0.7026  -0.8031
C 3.9353 1.0127 3.7493  -1.0062
C 3.8464 3.7696 2.3358  -0.8396
H -0.9103 3.6901 4.8896  0.3780
H -0.1932 4.3267 3.4033  0.2514
H 0.8265 3.5428 4.6195  0.2676
H -2.8926 1.9708 3.0240  0.4355
H -2.1740 0.8019 1.9054  0.0522
H -2.0515 2.5318 1.5707  0.2469
H -1.0063 0.6583 5.3918  0.3896
H 0.6978 0.4248 5.0010  0.3081
H -0.5509 -0.4950 4.1420  0.2549
H 4.2576 0.1730 0.5531  0.2849
H 5.5774 1.3072 0.8629  0.4687
H 4.2520 1.7796 -0.2053  0.0938
H 3.7224 -0.0521 3.6485  0.3224
H 3.3419 1.4105 4.5741  0.2856
H 4.9898 1.1206 4.0174  0.3790
H 3.6337 4.2769 1.3936  0.2269
H 4.8868 3.9729 2.6042  0.3854
H 3.2089 4.1984 3.1101  0.2971

The value obtained for the relative energy (zero: lowest compared OMol25 entry of this formula, charge and spin) is 46.0 kcal per mole. Its HOMO energy (spin up / spin down) is -9.53 / -10.03 eV. Its spin multiplicity is 5. Its charge is +1.



| no. | calculated total energy (eV) |
| --- | --- |
| 1 | -11039.1454 |
| 2 | -112247.0469 |
| 3 | -130588.5847 |
| 4 | -11981.6701 |
| 5 | -135952.0436 |